# C8H24BF4LiN2O3

A molecular structure, C8H24BF4LiN2O3 (ωB97M-V/def2-TZVPD, the Open Molecules 2025 dataset).

XYZ file:
```
43
Properties=species:S:1:pos:R:3:forces:R:3:mulliken_charge:R:1
Li 12.39535 -10.80659 0.24123 -1.34 -1.19 -0.35 0.88
B 11.77858 -10.67936 2.13438 -0.59 -2.55 6.76 -0.17
F 11.49056 -9.56657 2.80902 -0.70 2.00 2.32 -0.36
F 11.56645 -11.70541 3.05164 -0.65 -1.61 0.25 -0.43
F 10.97228 -10.82626 1.07458 -3.07 -5.21 2.77 -0.01
F 13.10902 -10.73088 1.89895 1.70 -0.19 0.40 -0.18
O 13.77034 -10.18696 -0.07475 4.96 3.14 -2.42 -0.42
H 14.18384 -9.32406 -0.10046 -0.18 0.46 -0.01 0.23
H 14.47626 -10.78407 0.17298 0.13 -0.12 0.38 0.31
C 13.14738 -13.08243 -2.50513 -1.41 -0.04 -0.55 -1.74
C 12.69594 -11.96891 -1.49720 1.69 -2.67 -2.38 0.28
C 11.24844 -11.64652 -1.56215 -1.83 0.97 -0.54 -0.87
O 10.99257 -10.41967 -0.85915 0.39 -0.30 -4.27 0.03
C 9.72920 -9.83674 -0.97960 -1.59 0.11 -1.99 -1.04
N 12.94274 -12.50307 -0.15886 0.37 -1.43 -0.25 -0.59
H 12.76842 -14.06662 -2.22970 -0.09 -0.09 0.35 0.41
H 14.22240 -13.20052 -2.64108 0.04 0.43 0.28 0.42
H 12.69894 -12.92728 -3.48642 0.21 0.27 -0.22 0.42
H 13.37506 -11.15775 -1.75971 -0.75 0.15 0.33 0.27
H 10.67338 -12.42918 -1.06734 -0.11 -0.35 0.08 0.45
H 10.86992 -11.60074 -2.58330 0.14 0.21 -0.22 0.45
H 8.93003 -10.52672 -1.25042 0.26 -0.41 -0.40 0.50
H 9.82238 -9.03303 -1.70999 -0.30 -0.13 -0.39 0.31
H 9.32332 -9.31555 -0.11258 -0.06 -1.08 -0.66 0.39
H 13.77552 -13.07158 -0.21684 0.75 0.38 0.33 0.22
H 12.27988 -13.26205 -0.09045 -0.61 -0.02 0.54 0.31
C 12.80072 -5.02337 0.01934 0.82 -0.15 0.23 -1.45
C 11.95181 -5.59425 -1.08356 -0.11 0.76 -0.60 0.95
C 10.96894 -6.56894 -0.53774 -1.55 -1.46 0.53 -1.33
O 11.56764 -7.91015 -0.32699 -0.55 2.41 -1.61 -0.09
C 11.16638 -8.65282 0.81243 0.88 4.32 0.32 -0.76
N 11.29765 -4.43095 -1.73511 -0.28 -0.59 0.41 -0.72
H 13.78108 -4.78002 -0.39025 0.22 0.02 0.31 0.37
H 12.88525 -5.74583 0.83113 0.34 -0.01 -0.03 0.30
H 12.38840 -4.10842 0.44473 -0.28 -0.06 -0.14 0.39
H 12.54321 -6.16355 -1.80068 0.40 -0.03 -0.04 0.15
H 10.05448 -6.58936 -1.13058 0.20 -0.83 -1.34 0.41
H 10.39966 -6.13744 0.28556 0.96 -0.17 1.39 0.47
H 10.11558 -8.93931 0.76942 1.44 0.70 1.22 0.19
H 11.27200 -7.94275 1.63264 0.25 -0.35 0.16 0.71
H 11.78253 -9.55037 0.86593 -0.20 4.84 -0.77 -0.14
H 10.80755 -4.66360 -2.58704 0.08 -0.14 -0.12 0.22
H 11.99301 -3.72827 -1.94202 0.00 0.03 -0.07 0.24
```
Positions in Å, forces in eV/Å.

Lowest unoccupied orbital energy in hartree: -0.00216
2S+1: 1
Energy relative to the best compared isomer or geometry (same formula, charge and spin) in kcal/mol: 120.3
Net charge: 0
Frontier orbital gap in Eh: 0.3295

---

# C20H56CdN5O6

A molecular structure, C20H56CdN5O6 (ωB97M-V/def2-TZVPD, the Open Molecules 2025 dataset).

XYZ file:
```
88
Properties=species:S:1:pos:R:3:forces:R:3:mulliken_charge:R:1
Cd 9.27223 -30.36013 -26.26198 -1.44 -0.36 -0.26 0.39
O 9.62896 -28.44768 -26.13112 0.99 3.52 0.19 -0.10
H 10.05835 -27.71013 -26.60671 -0.09 -1.06 0.48 -0.22
C 11.70700 -27.44575 -28.86408 0.43 -0.44 2.09 -1.03
C 10.49860 -27.51083 -29.73605 0.58 1.00 -1.10 1.79
C 10.32744 -26.25436 -30.60839 -0.27 0.02 0.07 -0.75
O 9.27262 -26.30880 -31.61904 1.01 0.10 1.14 -0.43
C 8.00186 -26.31119 -31.01422 -0.56 -0.25 0.82 -0.43
N 10.72047 -28.61980 -30.61203 -0.83 -1.43 -1.38 -0.57
H 11.59530 -28.27026 -28.15994 -0.28 -0.06 0.52 -0.19
H 11.80403 -26.55604 -28.24191 0.03 0.19 -0.19 0.25
H 12.68122 -27.74726 -29.24889 -0.08 0.72 -0.97 0.42
H 9.60651 -27.67745 -29.13228 -0.05 -0.11 0.12 -0.99
H 11.26544 -26.15709 -31.15500 -0.08 0.29 -0.16 0.40
H 10.21790 -25.43085 -29.90275 -0.34 0.55 -0.35 0.30
H 7.17191 -26.29936 -31.72071 0.48 -0.10 -0.40 0.37
H 7.82227 -25.49186 -30.31812 0.39 0.53 -0.11 0.25
H 7.89856 -27.18964 -30.37722 -0.23 -0.44 -0.10 0.07
H 11.60655 -28.54759 -31.09135 0.87 0.07 0.61 0.29
H 10.17515 -28.35604 -31.42022 -1.07 -0.73 -0.44 0.30
C 5.91279 -29.54142 -25.11055 -1.24 -0.48 -0.37 -1.41
C 6.09069 -30.31910 -26.43612 -0.44 1.08 -0.25 0.20
C 4.90400 -30.07772 -27.37707 -1.21 -1.45 -0.49 -0.85
O 4.86013 -31.06098 -28.49222 -0.61 1.23 1.32 -0.36
C 3.50638 -31.22110 -29.03072 1.52 -1.16 0.24 -0.76
N 7.29579 -29.88687 -27.16654 -0.25 -1.40 0.55 0.13
H 5.12378 -30.02338 -24.53324 0.18 -0.47 0.16 0.45
H 5.46205 -28.56543 -25.29048 0.63 0.16 -0.19 0.28
H 6.79189 -29.44475 -24.47341 0.15 0.03 -0.28 0.35
H 6.21985 -31.39112 -26.28719 -0.31 -0.06 0.18 0.40
H 4.83691 -29.07843 -27.80721 0.57 0.27 0.09 0.27
H 3.99431 -30.17609 -26.78472 -0.23 -0.25 0.03 0.51
H 3.60350 -32.11377 -29.64862 0.01 0.30 -0.47 0.28
H 3.17184 -30.36875 -29.62206 -0.04 0.05 0.27 0.28
H 2.81787 -31.57474 -28.26326 -0.15 0.71 0.30 0.33
H 7.20697 -30.40369 -28.02973 0.28 0.25 -0.58 0.29
H 7.23506 -28.89265 -27.33368 0.17 0.47 0.04 -0.15
C 11.39663 -32.22107 -29.50019 1.09 -1.34 -0.05 -1.41
C 10.88159 -31.77811 -28.17230 1.88 -1.59 2.12 0.12
C 11.99101 -31.25569 -27.15569 -0.47 -0.19 -2.24 -0.59
O 11.38664 -30.63755 -26.03012 1.36 -0.99 0.37 -0.13
C 12.31297 -30.11640 -25.10231 1.48 1.09 1.85 -1.02
N 9.91107 -30.77908 -28.35931 -0.88 0.71 -1.38 0.11
H 12.13720 -33.01271 -29.38636 0.38 0.13 0.03 0.43
H 11.83888 -31.40254 -30.06811 -0.16 0.01 -0.09 0.33
H 10.61818 -32.74137 -30.05822 -0.25 0.45 -0.16 0.40
H 10.51204 -32.63081 -27.60271 -0.67 -0.32 -0.23 0.30
H 12.55975 -30.52110 -27.72579 0.41 0.22 0.31 0.37
H 12.60959 -32.11564 -26.89892 0.12 0.17 0.30 0.45
H 13.13686 -30.74625 -24.76676 -0.33 -1.11 -0.59 0.37
H 11.89891 -29.79751 -24.14578 -1.04 -0.32 -0.32 0.33
H 12.87813 -29.22150 -25.36277 -0.52 0.25 -1.21 0.33
H 10.36258 -30.25300 -29.09380 0.28 2.00 -0.01 -0.35
H 9.19666 -31.10728 -28.99336 -0.77 -0.77 0.27 0.43
C 9.83224 -24.95825 -23.62428 0.54 -0.13 -0.52 -0.93
C 9.97301 -26.10680 -22.65055 -1.52 -0.70 0.93 0.57
C 9.32267 -25.89604 -21.25396 1.37 0.09 -0.48 -1.03
O 9.84572 -24.74567 -20.63033 -1.27 0.53 1.04 -0.34
C 9.01996 -24.50685 -19.47757 0.09 0.26 0.75 -0.79
N 9.27387 -27.31263 -23.14996 -0.34 0.22 -0.04 -0.43
H 9.97955 -25.43119 -24.59522 0.38 0.27 -0.24 0.00
H 10.60812 -24.21303 -23.44887 -0.01 0.00 -0.08 0.45
H 8.88737 -24.42658 -23.73677 -0.27 -0.30 0.70 0.30
H 11.01882 -26.40209 -22.56581 0.30 0.67 0.40 0.26
H 9.56013 -26.75284 -20.62340 0.16 -0.43 0.11 0.43
H 8.23320 -25.86939 -21.27504 -0.18 0.21 -0.61 0.48
H 9.15456 -25.23924 -18.68158 0.25 -0.63 -0.22 0.33
H 7.94988 -24.49629 -19.68474 -0.07 -0.10 -0.55 0.32
H 9.19046 -23.58016 -18.92960 0.67 0.36 -0.77 0.30
H 9.81832 -27.77025 -23.86708 -0.02 -0.01 -0.41 -0.16
H 9.22254 -27.95303 -22.37063 -0.11 -0.32 0.05 0.28
C 6.03099 -25.43646 -27.54522 -0.30 0.24 -0.62 -1.90
C 7.34771 -26.11036 -27.31265 0.89 1.98 0.05 2.14
C 8.47091 -25.16724 -26.90739 -0.15 1.59 -1.45 -0.44
O 8.66484 -24.12638 -27.89501 -0.45 -1.68 -0.16 -0.37
C 9.90695 -23.52925 -27.72974 0.09 0.89 0.75 -0.81
N 7.24435 -26.97206 -26.21207 -0.16 -2.22 1.00 0.30
H 6.10961 -24.73672 -28.37725 -0.23 0.21 0.17 0.39
H 5.69264 -24.94737 -26.63176 0.18 0.33 -0.02 0.39
H 5.24724 -26.16190 -27.76337 0.09 -0.19 -0.19 0.38
H 7.76003 -26.59272 -28.19889 -0.50 -0.53 -0.19 -1.39
H 9.40140 -25.72424 -26.79766 0.22 -0.24 -0.11 0.04
H 8.27512 -24.73250 -25.92720 -0.21 0.30 0.07 0.53
H 9.83108 -23.03979 -26.75878 0.68 0.59 0.09 0.36
H 10.10679 -22.81592 -28.52932 -0.23 0.03 0.09 0.27
H 10.75488 -24.21161 -27.67059 0.04 -0.49 -0.15 0.25
H 8.14090 -27.43146 -26.13963 0.35 -0.89 0.23 -0.49
H 7.27136 -26.46713 -25.33776 -0.64 0.40 0.27 0.50
```
Positions in Å, forces in eV/Å.

Lowest unoccupied orbital energy in hartree: -0.13661
2S+1: 1
Net charge: +1
Frontier orbital gap in Eh: 0.2769

---

# C10H17O3S

A gas-phase ion, C10H17O3S (charge -1) (ωB97M-V/def2-TZVPD, the Open Molecules 2025 dataset).

XYZ file:
```
31
Properties=species:S:1:pos:R:3:forces:R:3:mulliken_charge:R:1
C 0.08222 2.10451 0.30799 -1.85 1.58 0.12 -0.60
C 1.33087 1.84324 0.14472 2.41 -1.88 -1.78 0.58
C -1.11721 1.25577 0.06500 0.99 -1.06 0.71 -0.86
C 0.25880 -0.39769 -1.30096 -2.46 -1.28 0.55 -1.06
C -0.66250 -0.26571 -0.06779 -1.39 2.51 0.65 0.02
C 1.66459 -0.18445 -0.92522 2.97 2.75 -1.58 0.73
C 2.42393 2.87832 0.37141 -1.40 0.01 1.71 -1.24
C -1.60040 -2.59619 -0.46581 1.19 -0.67 5.51 -1.38
C -2.80474 -0.91901 1.09827 -1.03 0.96 0.18 -1.38
C -1.94368 -1.07042 -0.12336 2.11 -2.95 -0.42 0.45
O 3.68563 -1.47013 0.07440 -1.02 -1.38 2.65 -0.48
O 2.16691 -0.51479 1.86164 0.09 0.87 0.58 -0.58
O 2.59089 -0.11882 -1.85296 -1.83 -0.36 2.31 -0.92
S 2.12907 -1.23103 0.59797 0.63 -1.49 -0.98 0.47
H -0.21618 3.09241 0.70587 0.21 0.13 -0.09 0.02
H -1.71529 1.51738 1.00139 -0.11 -0.90 -1.63 0.36
H -1.57020 1.44897 -0.92054 -0.53 0.58 0.54 0.32
H 0.03553 -1.39770 -1.72970 0.96 -0.06 0.39 0.40
H -0.16157 0.17606 -2.13417 0.65 0.85 0.26 0.35
H -0.19305 -0.38915 0.89510 0.70 -0.70 0.17 0.35
H 3.08809 2.37644 1.12577 0.40 0.71 -1.30 0.25
H 1.92768 3.71122 1.03023 0.80 -0.86 -1.36 0.28
H 2.81809 3.30588 -0.59916 0.07 -0.71 1.39 0.24
H -0.48932 -2.92045 -0.11874 -2.54 0.82 -0.83 0.17
H -1.72073 -2.77017 -1.45504 -0.12 -0.65 -3.15 0.46
H -2.31733 -3.31766 0.09340 1.07 1.16 -0.83 0.33
H -2.04253 -0.93733 1.99368 -2.20 -0.31 -1.19 0.29
H -3.75065 -1.57168 1.03944 1.89 0.08 0.75 0.43
H -3.33744 0.06799 1.02469 0.95 -0.47 0.55 0.29
H -2.31389 -0.77415 -1.05479 -1.81 0.90 -1.20 0.37
H 3.75440 -0.93167 -0.68276 0.21 1.81 -2.65 0.35
```
Positions in Å, forces in eV/Å.

Lowest unoccupied orbital energy in hartree: 0.12194
2S+1: 1
Energy relative to the best compared isomer or geometry (same formula, charge and spin) in kcal/mol: 93.4
Net charge: -1
Frontier orbital gap in Eh: 0.2439

---

# C3H3NO3

C3H3NO3 in the gas phase (ωB97M-V/def2-TZVPD, the Open Molecules 2025 dataset).

XYZ file:
```
10
Properties=species:S:1:pos:R:3:forces:R:3:mulliken_charge:R:1
C -1.18970 0.30894 -0.18534 -1.20 0.77 -0.07 0.57
C 0.16497 1.00059 -0.07901 0.21 -1.84 -0.69 0.37
C 1.22598 -0.11360 -0.25194 0.94 1.32 -0.03 -0.04
O -1.63622 -0.04652 1.01323 -0.04 -0.32 0.39 -0.41
N 1.16452 -1.17467 0.41170 -0.51 -0.18 0.39 -0.51
O -1.75042 0.12172 -1.23437 0.51 -0.11 0.41 -0.51
O 0.40379 2.16684 -0.03023 -0.01 0.06 0.09 -0.47
H -2.38690 -0.66192 0.94464 0.05 0.25 -0.22 0.34
H 1.96191 -1.80396 0.32654 -0.03 0.22 -0.36 0.26
H 2.04209 0.20258 -0.91519 0.07 -0.18 0.08 0.39
```
Positions in Å, forces in eV/Å.

Lowest unoccupied orbital energy in hartree: -0.00600
2S+1: 1
Energy relative to the best compared isomer or geometry (same formula, charge and spin) in kcal/mol: 38.1
Net charge: 0
Frontier orbital gap in Eh: 0.3613

---

# C24H28GeN3O4Ti

A molecular structure, C24H28GeN3O4Ti (ωB97M-V/def2-TZVPD, the Open Molecules 2025 dataset).

XYZ file:
```
61
Properties=species:S:1:pos:R:3:forces:R:3:mulliken_charge:R:1
Ti -0.26811 -0.24517 -0.50451 -0.96 0.19 0.08 0.30
O -0.38354 1.81882 4.86102 -0.57 0.96 0.04 -0.64
C 0.77257 1.20214 4.69681 2.03 -0.54 2.66 0.58
C 1.66016 1.14833 5.81331 -1.61 0.51 1.28 -0.57
C 2.82746 0.33849 5.79602 -1.34 2.37 3.29 -0.26
C 3.18427 -0.26533 4.66064 0.29 -0.72 -1.85 -1.00
C 2.35132 -0.12234 3.55118 1.30 -1.56 -1.42 -0.11
C 1.16111 0.52129 3.57236 -1.44 -0.01 -2.51 0.21
C 0.32054 0.39257 2.27126 0.15 0.24 1.88 0.99
O 0.81533 -0.18130 1.24385 0.70 0.00 -0.81 -0.57
N -0.89434 0.84702 2.29703 0.62 0.37 -0.04 -1.02
N -1.49037 0.68680 1.02352 -0.05 0.32 1.82 0.18
C -2.72502 1.07376 1.12876 0.95 -0.88 0.27 -0.06
C -3.55775 1.11290 0.02828 -1.76 0.73 -2.71 0.27
C -4.90507 1.52170 0.14537 -0.43 0.59 1.03 -0.71
C -5.63105 1.93711 -0.94977 -0.79 -0.72 0.12 -0.75
C -5.12296 1.79778 -2.22808 1.14 -0.64 -0.43 -0.36
C -3.84840 1.28125 -2.42148 -0.12 1.36 -0.14 -0.77
C -3.03125 0.99503 -1.32487 -0.04 -0.84 1.46 0.62
O -1.82791 0.56379 -1.52772 0.69 0.07 -0.25 -0.18
H -0.68300 2.01321 3.96739 -0.90 -0.15 -0.44 0.38
H 1.20737 1.69970 6.75672 1.43 -1.28 -1.88 0.24
H 3.45077 0.24790 6.73636 -0.84 0.15 -1.25 0.30
H 4.09091 -0.82798 4.70272 0.38 -0.43 -0.64 0.43
H 2.48680 -0.56808 2.53948 0.72 0.00 1.12 0.24
H -3.08008 1.35737 2.12278 0.03 -0.01 -0.27 0.33
H -5.40835 1.57068 1.15014 0.80 0.00 -0.98 0.30
H -6.66837 2.23224 -0.89804 -0.04 0.13 0.49 0.36
H -5.74063 2.02297 -3.07985 -0.07 0.27 -0.19 0.39
H -3.31446 1.37291 -3.36738 -0.44 -0.50 -0.06 0.30
O 0.28553 -0.66914 -2.65760 -0.79 -0.38 -1.52 -0.30
C 0.56294 0.40587 -3.58561 3.62 -2.03 0.33 -0.98
C 1.03378 1.55208 -2.78679 -0.26 -1.94 1.94 0.71
C 1.37867 2.73173 -3.35101 -0.27 -0.46 -1.42 -0.86
C 1.50276 3.80128 -2.52139 0.87 1.34 -0.70 -0.36
C 1.50084 3.60347 -1.15977 0.35 2.24 1.71 -0.74
C 1.35667 2.35578 -0.65541 -1.90 -2.34 0.07 -0.10
N 1.05419 1.29787 -1.46948 0.19 1.71 0.26 0.43
H -0.52397 -1.15905 -2.95304 1.00 0.54 0.34 0.26
H -0.22581 0.61105 -4.20125 -2.43 0.67 -1.24 0.50
H 1.42942 0.14211 -4.32741 -1.31 -0.07 1.32 0.37
H 1.42311 2.63731 -4.44300 0.02 1.11 0.34 0.42
H 1.65053 4.78819 -2.95292 -0.02 -0.06 0.24 0.42
H 1.58483 4.46208 -0.42986 -0.05 -1.04 -1.10 0.35
H 1.10646 2.08738 0.38034 0.99 0.64 -0.14 0.32
C 2.65824 -2.20626 -0.35867 0.09 -0.99 -2.49 -0.57
Ge 1.14694 -3.36053 -0.80545 -1.59 0.55 -0.09 0.80
C 1.33622 -3.75323 -2.71818 -1.22 0.59 -0.74 -1.21
C 1.05866 -5.13510 0.04584 1.25 0.60 0.46 -1.23
C -0.60877 -2.33999 -0.61435 0.83 -0.30 -1.31 -1.19
H 2.65930 -1.87123 0.63263 0.18 0.52 1.33 -0.09
H 2.46888 -1.34749 -1.09439 0.95 -1.08 0.98 0.19
H 3.52723 -2.90106 -0.60549 -0.66 1.52 0.21 0.37
H 0.96499 -2.95051 -3.40307 0.25 -0.48 0.73 0.20
H 0.70895 -4.61912 -2.91231 -0.21 -0.20 -0.08 0.39
H 2.29733 -4.01359 -3.09188 1.09 -0.19 0.02 0.44
H 1.93843 -5.66498 -0.35375 -0.19 -0.03 0.36 0.37
H 0.18726 -5.66273 -0.30540 -0.44 -0.10 0.20 0.37
H 1.14138 -5.05390 1.15670 -0.28 -0.31 -0.90 0.35
H -1.11598 -2.67001 0.27796 -0.28 -0.14 0.48 0.55
H -1.23694 -2.64386 -1.49926 0.40 0.13 0.70 0.42
```
Positions in Å, forces in eV/Å.

Lowest unoccupied orbital energy (alpha / beta) in hartree: -0.00370 / -0.00633
2S+1: 2
Energy relative to the best compared isomer or geometry (same formula, charge and spin) in kcal/mol: 3.1
Net charge: 0
Frontier orbital gap (alpha / beta) in Eh: 0.2559 / 0.2775

---

# C4H10OS

2 unconnected molecules or ions with the total composition C4H10OS (ωB97M-V/def2-TZVPD, the Open Molecules 2025 dataset).

XYZ file:
```
16
Properties=species:S:1:pos:R:3:forces:R:3:mulliken_charge:R:1
C 3.74980 -0.16958 -0.65416 0.49 0.47 -1.15 -0.97
C 2.60589 -0.89988 0.00575 0.18 1.00 0.76 -0.45
S 1.12248 0.15471 0.28982 0.21 -0.54 -0.39 -0.22
H 3.50102 0.23336 -1.64649 -0.15 -0.65 -0.06 0.30
H 4.13017 0.74745 -0.20586 -0.24 -0.22 0.88 0.33
H 4.58794 -0.86688 -0.74259 0.05 0.14 -0.18 0.29
H 2.94371 -1.17872 1.00513 -0.21 -0.32 -0.06 0.27
H 2.34798 -1.78325 -0.56708 -0.18 -0.09 0.13 0.33
H 0.54277 -0.22400 -0.85764 -0.18 0.23 0.07 0.13
C -2.82091 1.20995 0.48387 0.13 -0.95 0.96 -0.75
C -3.93700 0.52140 0.30457 -0.37 0.70 -0.62 0.15
O -4.31604 -0.52459 1.09985 0.92 0.31 -0.07 -0.47
H -2.57481 2.17019 0.06893 -0.07 -0.16 -0.52 0.28
H -2.15549 0.75294 1.21031 0.19 0.48 0.18 0.19
H -4.63907 0.75359 -0.49567 -0.10 0.16 0.23 0.25
H -5.08845 -0.89669 0.70126 -0.68 -0.55 -0.17 0.35
```
Positions in Å, forces in eV/Å.

Lowest unoccupied orbital energy in hartree: 0.03185
2S+1: 1
Energy relative to the best compared isomer or geometry (same formula, charge and spin) in kcal/mol: 29.7
Net charge: 0
Frontier orbital gap in Eh: 0.3610

---

| no. | maximum force (hartree/bohr) |
| --- | --- |
| 1 | 0.141 |
| 2 | 0.071 |
| 3 | 0.110 |
| 4 | 0.038 |
| 5 | 0.083 |
| 6 | 0.026 |